(1)
63
Properties=species:S:1:pos:R:3 method="wB97M-V/def2-TZVPD" multiplicity=1 homo_lumo_gap_ev="6.614 / 6.835" total_charge=+1 e_above_lowest_ev=0.0000
O 1.5980 0.1801 -1.6274
C 1.4599 0.8138 -2.9597
C 2.5848 -0.0049 -3.5457
H 1.6649 1.8809 -2.8418
H 0.4732 0.5971 -3.3801
C 2.7938 -0.5487 -2.1168
H 3.3772 0.6235 -3.9618
H 2.2057 -0.7572 -4.2439
C 4.0076 0.0220 -1.4225
H 3.9354 1.1175 -1.3778
H 4.9170 -0.2603 -1.9714
H 4.0810 -0.3746 -0.4005
C 2.6431 -2.0413 -1.9207
H 1.8161 -2.4451 -2.5144
H 2.4850 -2.3124 -0.8645
H 3.5698 -2.5352 -2.2398
Sn 0.0331 -0.0516 0.0279
C -1.7262 -1.7098 0.4073
C -2.3609 -0.5731 -0.2053
C -1.8270 -0.4322 -1.5285
H -3.1439 0.0239 0.2547
C -0.8725 -1.4617 -1.7439
C -0.7846 -2.2554 -0.5495
H -0.2024 -3.1607 -0.4218
H -1.9460 -2.0986 1.3919
H -2.1969 0.2596 -2.2907
H -0.4439 -1.7403 -2.7099
C -0.1041 0.2292 2.4762
C 0.7072 -0.9347 2.1964
C 1.8668 -0.4948 1.4535
H 0.4995 -1.9509 2.4949
C 1.7698 0.9389 1.3005
C 0.5656 1.3727 1.9333
H 0.2580 2.4066 2.0674
H -1.0347 0.2250 3.0304
H 2.7067 -1.1115 1.1759
H 2.5517 1.5727 0.8901
O 4.3040 2.3071 -5.7614
C 5.2438 1.2857 -6.1848
C 6.0807 1.8256 -7.3642
H 4.6724 0.3971 -6.5244
H 5.8527 0.9664 -5.3150
C 5.1180 2.8239 -8.0040
H 6.4030 1.0235 -8.0416
H 6.9592 2.3545 -6.9763
C 4.3580 3.3647 -6.7718
H 4.4160 2.2943 -8.6559
H 5.6189 3.6167 -8.5751
H 3.3290 3.7018 -7.0002
H 4.9118 4.2411 -6.3732
C -2.8182 3.4784 -1.0985
C -1.3637 3.6451 -0.6227
C -1.2721 4.2878 0.7402
C -0.9841 2.2145 -0.6229
H -3.3469 2.8354 -0.3696
H -2.8450 2.9421 -2.0650
H -3.3510 4.4304 -1.1847
H -0.7757 4.2247 -1.3582
H -1.7778 3.6766 1.4850
H -0.2405 4.3966 1.0568
H -1.7391 5.2674 0.7376
H -0.7345 1.8022 -1.6079
H -1.6640 1.6515 0.0366



(2)
40
Properties=species:S:1:pos:R:3 method="wB97M-V/def2-TZVPD" multiplicity=1 homo_lumo_gap_ev=7.943 e_above_lowest_ev=0.0000 smiles="N=c1c2c(n(Cc3ccc(Cl)cc3)c3c1CCC3)CCC2"
N 2.2354 -3.1521 0.4999
C 1.3083 -2.2362 0.5795
C 0.1371 -2.2234 -0.2662
C -0.7796 -1.2375 -0.2325
N -0.6196 -0.1947 0.6924
C -1.4144 1.0272 0.6082
C -1.0268 1.9275 -0.5406
C 0.3212 2.2258 -0.8556
C 0.6619 3.0318 -1.9350
C -0.3606 3.5989 -2.7478
Cl 0.0600 4.6669 -3.9959
C -1.6767 3.2659 -2.5061
C -1.9976 2.4692 -1.3979
C 0.4699 -0.1953 1.5737
C 1.4628 -1.1385 1.5566
C 2.4620 -0.9296 2.6516
C 1.6745 -0.0325 3.6473
C 0.6358 0.6714 2.7957
C -1.7608 -1.3621 -1.3696
C -1.2280 -2.4809 -2.2239
C -0.1845 -3.2093 -1.3494
H 3.0017 -3.0464 1.1428
H -1.3397 1.6446 1.5095
H -2.4725 0.7668 0.5827
H 1.1314 1.8171 -0.2984
H 1.7005 3.2230 -2.1881
H -2.4851 3.6171 -3.1458
H -3.0655 2.2365 -1.1991
H 3.3986 -0.4774 2.3257
H 2.7291 -1.8690 3.1307
H 1.2557 -0.6442 4.4316
H 2.3385 0.7024 4.1039
H -0.3312 0.7032 3.3454
H 1.0087 1.6605 2.5511
H -1.8168 -0.4434 -1.9586
H -2.7370 -1.5651 -0.9826
H -2.0215 -3.1538 -2.5823
H -0.7234 -2.0836 -3.1183
H 0.6886 -3.4659 -1.9121
H -0.6404 -4.1150 -0.9227



(3)
8
Properties=species:S:1:pos:R:3 method="wB97M-V/def2-TZVPD" multiplicity=1 homo_lumo_gap_ev=9.411 e_above_lowest_ev=1.2296 smiles="NC(N)=S"
N 1.0210 0.9244 0.1038
C -0.0123 -0.3273 -0.2100
N -1.2039 -0.2165 0.3391
S 0.2488 -1.5642 -1.1808
H 1.3845 1.1619 -0.8561
H 1.8803 0.4668 0.6326
H -1.6039 0.5653 0.9285
H -1.7144 -1.0104 0.2429



(4)
21
Properties=species:S:1:pos:R:3 method="wB97M-V/def2-TZVPD" multiplicity=1 homo_lumo_gap_ev=10.024 total_charge=+1 e_above_lowest_ev=1.6847
C 1.1699 0.9847 -0.7164
C -0.0483 0.7163 -0.2373
C 1.2346 1.0273 1.5123
C -1.3647 0.4134 -1.0507
C -0.9297 0.5715 2.2450
N 0.6815 -3.5058 -1.4365
N 0.6210 -2.7858 -0.5431
N -0.0131 0.8345 1.1442
N 1.9550 1.0877 0.4249
N -1.2956 0.4122 -2.3880
N 0.8643 -1.9911 0.2610
O -2.2979 -0.1338 -0.4557
H 1.6275 1.2585 -1.7361
H -2.0235 0.7516 1.8393
H -0.9553 -0.5751 2.4858
H -0.7272 1.2596 3.0538
H -0.0764 -4.1941 -1.5611
H 2.8754 1.3558 0.3346
H -0.5725 1.0081 -2.8688
H -2.2488 0.2634 -2.8697
H 1.5238 1.2410 2.5627